# 1
Entry from the OMol25 dataset: a 3-piece molecular cluster, CH8NO2 overall at a distorted geometry (ωB97M-V with the def2-TZVPD basis set).

Atoms and positions in Å:
C (-1.38447, 0.26613, -0.55716)
N (-0.71567, -0.33636, 0.43302)
H (-0.61217, 0.77499, -1.18272)
H (-1.74656, -0.48837, -1.30845)
H (-2.20744, 0.91815, -0.24363)
H (-1.29057, -0.46346, 1.29677)
H (1.89762, 1.67270, 1.49492)
H (0.55661, 1.16727, 0.88881)
O (1.39743, 1.57707, 0.67619)
H (0.75333, -1.31667, -0.15932)
H (1.84714, -2.32879, -0.58473)
O (1.50474, -1.44265, -0.75369)

Forces on atoms 1 to 3 (eV/Å):
C 0.153 1.980 0.622
N -0.686 -1.355 0.219
H -0.006 -0.293 -0.451

For the LUMO energy, the calculation gives -10.33 eV. Its energy above the lowest of the compared OMol25 structures with the same formula, charge and spin is 144.2 kcal per mole. Its charge is +1. For the frontier orbital gap, the calculation gives 0.187 Eh.

# 2
Entry from the OMol25 dataset: a 2-piece molecular cluster, C19H15BF4NS overall at a distorted geometry (ωB97M-V with the def2-TZVPD basis set).

Atoms and positions in Å:
C (6.41336, -1.42490, 0.74998)
C (6.31638, -1.55377, -0.81424)
C (5.20568, -0.69277, -1.53031)
C (4.24495, 0.21178, -0.69039)
C (3.04937, 1.08670, -1.36200)
C (1.68397, 0.33314, -0.90469)
C (1.58147, -1.16953, -1.37464)
C (0.35925, -2.02913, -0.97601)
C (-0.75748, -1.34392, -0.10075)
C (-0.64348, 0.15692, 0.35551)
C (0.58434, 1.02811, -0.04007)
S (-2.07197, 0.78008, 1.38096)
C (-3.51957, -0.09982, 0.59905)
C (-4.92846, 0.56756, 0.44147)
C (-6.02874, -0.29658, -0.25952)
C (-5.74437, -1.75770, -0.77935)
C (-4.33360, -2.36787, -0.58573)
C (-3.21019, -1.56305, 0.11469)
N (-1.89443, -2.21937, 0.28965)
C (4.33660, 0.31462, 0.88190)
C (5.43163, -0.52248, 1.58203)
H (7.24293, -2.02538, 1.27136)
H (7.01262, -2.23838, -1.41286)
H (5.09356, -0.76783, -2.66374)
H (3.09848, 2.15920, -0.97045)
H (3.18870, 0.98623, -2.48950)
H (2.44396, -1.63028, -1.98523)
H (0.25985, -3.12785, -1.28964)
H (0.68238, 2.11851, 0.30532)
H (-5.12294, 1.62984, 0.82179)
H (-7.09289, 0.08614, -0.45760)
H (-6.55242, -2.37274, -1.31082)
H (-4.07820, -3.42359, -0.95267)
H (-1.70880, -2.44980, 1.28932)
H (3.57258, 0.97776, 1.43482)
H (5.49345, -0.43932, 2.72984)
B (-3.92119, 4.61713, 1.74009)
F (-2.48774, 4.67420, 1.71131)
F (-4.42376, 4.52592, 0.39863)
F (-4.34007, 3.46080, 2.48792)
F (-4.43519, 5.80142, 2.36458)

Forces on atoms 1 to 3 (eV/Å):
C -2.019 1.345 -2.000
C -2.920 2.860 2.585
C 0.330 0.004 3.854

For the LUMO energy, the calculation gives 2.07 eV. Its charge is -1. For the frontier orbital gap, the calculation gives 0.283 Eh.

# 3
Entry from the OMol25 dataset: an isolated ion of composition C5H9N and charge +1 at a distorted geometry (ωB97M-V with the def2-TZVPD basis set).

Atoms and positions in Å:
C (0.76909, 0.39166, 1.81026)
C (0.75049, 0.36087, 0.29730)
C (-0.34578, -0.58614, -0.29381)
C (0.02494, -1.78762, -0.71521)
C (-1.51812, 0.92378, -1.38253)
N (-1.69550, -0.05445, -0.53630)
H (0.34400, 1.29973, 2.15978)
H (0.06889, -0.44341, 2.12575)
H (1.77749, 0.33822, 2.31356)
H (1.66423, -0.16211, -0.02151)
H (0.63230, 1.29691, -0.25106)
H (0.90222, -2.25882, -0.37053)
H (-0.46495, -2.08880, -1.58854)
H (-2.23642, 1.74803, -1.48468)
H (-0.67288, 1.02213, -2.06247)

Forces on atoms 1 to 3 (eV/Å):
C -0.465 -1.211 1.246
C -0.186 -1.934 -1.522
C -2.895 4.677 1.699

For the LUMO energy (alpha / beta), the calculation gives -5.17 / -8.52 eV. Its energy above the lowest of the compared OMol25 structures with the same formula, charge and spin is 78.7 kcal per mole. Its multiplicity is 2. Its charge is +1. For the frontier orbital gap (alpha / beta), the calculation gives 0.399 / 0.276 Eh.